Entry 1:
Below is a cluster of 2 separate species, C3H6O3S in total at a distorted geometry, with properties calculated with ωB97M-V/def2-TZVPD.

## Properties
LUMO   6.18 eV
Gap between HOMO and LUMO   5.80 eV
Charge   -2
Energy relative to the best compared isomer or geometry (same formula, charge and spin)   1.816 eV

```
13
Properties=species:S:1:pos:R:3:lowdin_charge:R:1
O 1.7337 -0.2866 -0.8458 -0.131
C 0.7106 0.4582 -0.7362 -0.669
O 0.6744 1.8137 -0.8137 -0.215
C -0.6558 -0.2875 -0.7170 -0.233
C -1.2941 -0.0367 0.7314 -0.641
S -3.2387 -0.5011 1.1039 -0.254
H -1.2197 0.4129 -1.4432 0.107
H -0.4935 -1.4502 -0.8324 0.115
H -1.3433 0.9833 0.9006 -0.036
H -0.5307 -0.6293 1.3482 0.056
H 4.1309 -0.0319 -0.7135 -0.028
H 3.7127 -1.0561 0.1190 0.040
O 4.4668 -0.4040 0.0708 -0.111
```


Entry 2:
Below is a structure of composition C3H6O3Tl at a distorted geometry, with properties calculated with ωB97M-V/def2-TZVPD.

## Properties
LUMO (spin up / spin down)   -20.24 / -18.66 eV
Gap between HOMO and LUMO (spin up / spin down)   5.31 / 8.23 eV
Charge   +3
Energy relative to the best compared isomer or geometry (same formula, charge and spin)   0.908 eV

```
13
Properties=species:S:1:pos:R:3:lowdin_charge:R:1
H 1.0404 1.1997 0.1477 0.376
O 2.0233 -1.5418 -0.0194 0.182
C 1.5729 -0.5046 0.4229 -0.548
O 2.1018 0.6132 -0.0477 -0.067
Tl 3.8116 -0.1470 -0.7541 1.766
O 0.3287 -0.0644 0.7068 0.082
C -0.8316 -0.4865 -0.0924 0.023
C -1.8990 0.5557 0.0907 0.148
H -1.1143 -1.4728 0.2883 0.246
H -0.4907 -0.5622 -1.1305 0.224
H -1.9734 0.8647 1.1405 0.180
H -2.8559 0.1116 -0.2125 0.174
H -1.7137 1.4343 -0.5403 0.213
```


Entry 3:
Below is a cluster of 2 separate species, C3H6O4 in total at a distorted geometry, with properties calculated with ωB97M-V/def2-TZVPD.

## Properties
LUMO   0.45 eV
Gap between HOMO and LUMO   8.38 eV
Energy relative to the best compared isomer or geometry (same formula, charge and spin)   4.130 eV

```
13
Properties=species:S:1:pos:R:3:lowdin_charge:R:1
C 0.7056 -0.4288 0.4762 0.045
C 1.5849 0.4866 0.1766 -0.330
C -1.6132 0.0148 0.0339 -0.532
O 2.9504 0.3176 0.3746 -0.044
O -2.2616 -0.3732 1.1534 0.102
O -1.6127 1.3567 -0.1824 0.088
O -1.8748 -0.7345 -1.0651 0.096
H 0.8546 -1.4037 0.8945 0.028
H 1.2926 1.4436 -0.2475 0.090
H 3.4290 1.0236 -0.0679 0.078
H -2.5262 -1.2958 1.0732 0.128
H -1.8077 1.8127 0.6435 0.127
H -1.5259 -0.2859 -1.8408 0.125
```


Entry 4:
Below is the molecule C3H6O4S2 at a distorted geometry, with properties calculated with ωB97M-V/def2-TZVPD.

## Properties
LUMO   0.27 eV
Gap between HOMO and LUMO   9.56 eV
Energy relative to the best compared isomer or geometry (same formula, charge and spin)   2.200 eV
SMILES string   C=[S@]1(=O)CCS(=O)(=O)O1

```
15
Properties=species:S:1:pos:R:3:lowdin_charge:R:1
C -0.7856 1.2805 1.4368 -0.200
C 0.0035 0.0399 -1.0989 -0.217
C 1.0614 -0.8573 -0.5639 -0.267
O -0.2993 2.7139 -0.5596 -0.319
O 2.7680 -0.3449 1.4533 -0.268
O 1.7704 1.4393 0.1255 -0.400
O 3.5342 0.2550 -0.9373 -0.256
S 0.0854 1.4917 0.1004 0.780
S 2.5215 0.0067 0.0662 0.658
H -1.0714 2.2444 1.8541 0.049
H -0.5031 0.6085 2.0862 -0.041
H 0.1735 0.4124 -2.1301 0.120
H -0.9992 -0.4246 -1.3179 0.136
H 0.7163 -1.5282 0.2285 0.118
H 1.4721 -1.3871 -1.4171 0.107
```